C30H29CuN7S as an isolated structure. Source: the OMol25 dataset; level of theory: ωB97M-V/def2-TZVPD.

```
! RIJCOSX wB97M-V def2-TZVPD def2/J DEFGRID3
* xyz 1 1
Cu 1.2347 -0.0039 0.5093
C -1.5319 -0.7048 3.4443
C -2.0418 0.3198 2.4762
C -3.1048 1.1550 2.8121
C -3.5362 2.0989 1.8985
C -2.9150 2.1664 0.6638
C -1.8826 1.2721 0.3912
N -1.4422 0.3893 1.2843
C -1.2557 1.2340 -0.9646
C -1.9998 1.6001 -2.0810
C -1.4157 1.5277 -3.3318
C -0.1065 1.1001 -3.4338
C 0.5796 0.7514 -2.2761
N 0.0064 0.8066 -1.0680
C 1.9877 0.2631 -2.3341
C 2.8027 0.5004 -3.4311
C 4.0921 -0.0053 -3.4160
C 4.5218 -0.7248 -2.3175
C 3.6561 -0.9071 -1.2441
C 4.0730 -1.6464 -0.0100
N 2.4150 -0.4133 -1.2663
H -2.1982 -0.8024 4.3002
H -0.5401 -0.4171 3.7988
H -1.4359 -1.6720 2.9523
H -3.5849 1.0546 3.7767
H -4.3528 2.7676 2.1392
H -3.2345 2.8905 -0.0726
H -3.0336 1.8945 -1.9770
H -1.9814 1.7819 -4.2181
H 0.3633 1.0065 -4.4010
H 2.4561 1.0813 -4.2724
H 4.7544 0.1650 -4.2544
H 5.5201 -1.1377 -2.2776
H 5.0455 -2.1164 -0.1415
H 3.3348 -2.4091 0.2394
H 4.1271 -0.9543 0.8333
N 1.8577 -2.5049 3.7800
C 1.9321 -1.3541 3.0656
N 1.2990 -1.4324 1.9268
C 0.7662 -2.7136 1.8750
C -0.0099 -3.3191 0.8894
C -0.4154 -4.6187 1.1119
C -0.0619 -5.3060 2.2856
C 0.7047 -4.7157 3.2702
C 1.1097 -3.4049 3.0389
H 2.2901 -2.6686 4.6721
H 2.4497 -0.4718 3.4116
H -0.2779 -2.7751 -0.0076
H -1.0182 -5.1255 0.3704
H -0.3993 -6.3248 2.4196
H 0.9736 -5.2497 4.1717
C -1.0677 5.1332 1.5550
C -0.4032 4.0250 2.2982
C -0.7527 3.5802 3.5338
C -0.0128 2.5097 4.0878
N 0.9895 1.9272 3.4618
C 1.3502 2.3719 2.2376
S 2.6408 1.7506 1.3512
N 0.6400 3.4103 1.6913
C -0.3708 2.0005 5.4466
H -1.9013 5.5312 2.1273
H -1.4409 4.7714 0.5950
H -0.3599 5.9406 1.3607
H -1.5746 4.0282 4.0718
H 0.9469 3.7069 0.7738
H -0.2166 2.7854 6.1893
H 0.2426 1.1417 5.7041
H -1.4267 1.7258 5.4810
*
```

Its HOMO-LUMO gap is 7.436 eV. Its HOMO energy is -0.3660 Eh. The calculation puts the relative energy (zero: lowest compared OMol25 entry of this formula, charge and spin) at 0.0 kcal/mol. The value obtained for the energy is -3582.52318 Eh.

C25H20BCl5CoF6N9O5S2 as an isolated structure. Source: the OMol25 dataset; level of theory: ωB97M-V/def2-TZVPD.

```
! RIJCOSX wB97M-V def2-TZVPD def2/J DEFGRID3
* xyz 0 1
Co 0.0740 -0.7939 -0.3721
C -0.5705 2.3851 -2.7112
C -0.1414 2.3653 -1.2879
C 0.0989 3.5405 -0.5665
C 0.6625 3.1433 0.6145
N 0.7544 1.8067 0.6050
N 0.2277 1.3006 -0.5530
B 1.5614 0.9571 1.5915
N 0.5512 0.0358 2.2985
C 0.2282 -0.1524 3.5777
C -0.8158 -1.0497 3.6328
C -1.1070 -1.3830 2.3165
C -2.1630 -2.3610 1.9190
N -0.2695 -0.6995 1.5066
N 2.5075 0.0391 0.7685
C 3.8341 -0.1373 0.7941
C 4.1882 -0.9543 -0.2571
C 2.9925 -1.2617 -0.9094
C 2.8082 -2.0800 -2.1400
N 1.9902 -0.6564 -0.2633
N 2.3802 1.8363 2.5072
C 3.3896 2.6569 2.1124
C 3.6851 3.4954 3.1515
C 2.7760 3.1338 4.1718
C 2.6261 3.7305 5.5328
N 1.9922 2.1501 3.7722
H -0.2500 3.3348 -3.1383
H -1.6510 2.3387 -2.7938
H -0.1337 1.5780 -3.2892
H -0.0975 4.5427 -0.9042
H 1.0300 3.7124 1.4519
H 0.7544 0.3928 4.3400
H -1.3185 -1.4198 4.5086
H -2.5226 -2.8466 2.8237
H -1.7865 -3.1353 1.2506
H -3.0200 -1.8776 1.4566
H 4.4347 0.3205 1.5605
H 5.1762 -1.2818 -0.5291
H 3.5612 -1.8027 -2.8768
H 1.8326 -1.9225 -2.5919
H 2.9228 -3.1440 -1.9247
H 3.8023 2.6021 1.1181
H 4.4440 4.2583 3.1815
H 3.5863 4.0758 5.9136
H 2.2180 2.9972 6.2258
H 1.9493 4.5860 5.5096
F -2.8821 -2.0558 -5.1772
C -3.7132 -1.2118 -4.5525
F -4.1620 -1.8126 -3.4464
F -4.7416 -0.9579 -5.3503
S -2.7983 0.3266 -4.1164
O -1.7885 -0.1459 -3.1896
O -2.3566 0.8518 -5.3693
N -3.8890 1.2430 -3.4884
S -4.2769 1.3822 -1.9645
O -5.3394 0.5139 -1.5555
O -3.1499 1.5384 -1.0775
C -5.0163 3.0651 -2.0645
F -5.4648 3.4011 -0.8528
F -6.0299 3.1057 -2.9214
F -4.0986 3.9592 -2.4374
Cl -0.6544 -2.5639 -2.7169
C -0.1174 -3.4851 -1.3627
C 0.3306 -2.7632 -0.2653
C 0.9626 -3.5109 0.7351
Cl 1.7930 -2.7748 2.0585
C 1.0018 -4.9086 0.6845
Cl 1.7345 -5.8094 1.9523
C 0.4549 -5.5959 -0.3985
Cl 0.4879 -7.3087 -0.4563
C -0.0834 -4.8723 -1.4535
Cl -0.6862 -5.6664 -2.8484
O -2.8949 -1.2505 -0.8314
C -1.8153 -1.0494 -0.6386
*
```

Its HOMO-LUMO gap (alpha / beta) is 7.193 / 7.194 eV. Its HOMO energy (alpha / beta) is -0.3530 / -0.3530 Eh. The calculation puts the relative energy (zero: lowest compared OMol25 entry of this formula, charge and spin) at 22.5 kcal/mol. The value obtained for the energy is -6937.91154 Eh.

C41H80Cl36OP as an isolated structure in a non-equilibrium geometry. Source: the OMol25 dataset; level of theory: ωB97M-V/def2-TZVPD.

```
! RIJCOSX wB97M-V def2-TZVPD def2/J DEFGRID3
* xyz -1 1
C -1.9054 -3.3929 -2.9053
C -1.5063 -3.0981 -1.5671
P -0.6165 -2.6438 0.1057
C -1.7237 -3.9950 0.9404
O -2.9458 -3.3359 1.4975
C -3.8094 -4.3773 2.1038
C 0.3588 -2.3321 1.7368
Cl -0.5401 -2.0988 3.3810
C 1.8740 -2.2672 1.7360
C 2.7215 -2.0454 3.1593
Cl 2.8869 -2.4295 0.1509
H -1.9391 -3.8037 -4.0243
H -1.6469 -1.6926 0.4333
H 0.0884 -1.6072 -0.6025
H 0.3540 -3.6633 -0.2059
H -1.0583 -4.4835 1.7777
H -2.1343 -4.7804 0.1490
H -3.1601 -5.0945 2.8024
H -4.2097 -5.0410 1.2240
H -4.7267 -3.9365 2.6822
H 2.5717 -2.9666 3.9032
H 3.8915 -2.0405 2.9253
H 2.4915 -1.0193 3.6743
Cl -2.6556 -1.5168 -4.3518
C -3.6657 -0.8681 -5.6686
C -4.9623 -0.2644 -5.1535
Cl -6.0731 -1.5025 -4.5156
H -3.8522 -1.6758 -6.3830
H -3.0719 -0.0991 -6.1722
H -5.4872 0.2410 -5.9694
H -4.7793 0.4679 -4.3610
Cl -2.7596 3.5646 4.2930
C -1.6073 2.3312 3.7221
C -1.1115 1.4423 4.8513
Cl -0.0585 2.3231 5.9868
H -0.7816 2.8444 3.2200
H -2.1350 1.7269 2.9778
H -0.5179 0.6190 4.4434
H -1.9417 1.0138 5.4214
Cl 5.5865 -6.7321 1.8553
C 5.2839 -4.9803 1.7345
C 6.1762 -4.1778 2.6677
Cl 5.7561 -4.4298 4.3805
H 4.2235 -4.8039 1.9390
H 5.4816 -4.6968 0.6962
H 6.0582 -3.1089 2.4672
H 7.2319 -4.4346 2.5360
Cl 0.1990 2.8005 0.7087
C -0.5148 2.3831 -0.8697
C -1.9992 2.0724 -0.7644
Cl -2.3066 0.5495 0.1075
H 0.0460 1.5395 -1.2836
H -0.3614 3.2470 -1.5236
H -2.4266 1.9559 -1.7646
H -2.5433 2.8722 -0.2524
Cl 7.4044 -6.1979 -1.4609
C 7.9696 -7.5694 -0.4738
C 8.5114 -8.7056 -1.3262
Cl 7.2272 -9.5217 -2.2529
H 7.1385 -7.8989 0.1572
H 8.7597 -7.1845 0.1782
H 8.9704 -9.4646 -0.6861
H 9.2686 -8.3533 -2.0336
Cl 8.9471 -1.2825 3.8482
C 9.8596 -2.7655 4.2262
C 10.5145 -3.3668 2.9931
Cl 9.3179 -4.0409 1.8583
H 9.1755 -3.4724 4.7054
H 10.6264 -2.4868 4.9557
H 11.1720 -4.1906 3.2855
H 11.1142 -2.6270 2.4538
Cl 3.5287 6.6867 8.8774
C 2.8149 6.2694 7.2991
C 1.3305 5.9587 7.4043
Cl 1.0231 4.4358 8.2762
H 3.3757 5.4258 6.8851
H 2.9684 7.1333 6.6451
H 0.9031 5.8422 6.4041
H 0.7865 6.7585 7.9163
Cl 1.3822 -6.3628 -0.4429
C 2.5905 -7.6429 -0.1667
C 1.9548 -8.9398 0.3074
Cl 1.2940 -8.8007 1.9560
H 3.3253 -7.2670 0.5518
H 3.1008 -7.8062 -1.1210
H 2.7061 -9.7344 0.3340
H 1.1453 -9.2585 -0.3567
Cl -5.1138 3.1934 -5.1627
C -5.9531 3.9609 -6.5344
C -7.4096 3.5355 -6.6271
Cl -7.5814 1.8260 -7.0986
H -5.4025 3.7181 -7.4483
H -5.8910 5.0422 -6.3772
H -7.9220 4.1272 -7.3913
H -7.9330 3.6796 -5.6769
Cl -4.3018 -7.9253 3.9272
C -4.0583 -6.8658 5.3390
C -5.3635 -6.5492 6.0513
Cl -6.4230 -5.4994 5.0770
H -3.5534 -5.9567 4.9983
H -3.3832 -7.3954 6.0182
H -5.1584 -6.0141 6.9830
H -5.9201 -7.4592 6.2964
Cl 5.8066 10.1769 3.3517
C 5.2602 10.0678 5.0443
C 5.1807 8.6297 5.5304
Cl 3.8653 7.7250 4.7396
H 4.2935 10.5746 5.1224
H 5.9853 10.6241 5.6463
H 4.9758 8.6110 6.6048
H 6.1170 8.0916 5.3527
Cl -10.7610 3.5860 -4.4995
C -10.6389 2.7821 -2.9140
C -9.2208 2.8040 -2.3668
Cl -8.1216 1.7643 -3.3074
H -11.0144 1.7599 -3.0218
H -11.3077 3.3201 -2.2352
H -9.2123 2.4261 -1.3403
H -8.8068 3.8171 -2.3603
Cl -0.3354 8.2721 7.1632
C -1.1747 9.0396 5.7915
C -2.6312 8.6142 5.6988
Cl -2.8030 6.9047 5.2273
H -0.6241 8.7968 4.8776
H -1.1126 10.1208 5.9487
H -3.1436 9.2059 4.9346
H -3.1547 8.7582 6.6491
Cl -3.3484 6.1192 -8.6365
C -4.3585 6.7679 -9.9533
C -5.6550 7.3717 -9.4382
Cl -6.7658 6.1335 -8.8003
H -4.5449 5.9602 -10.6677
H -3.7646 7.5369 -10.4569
H -6.1799 7.8770 -10.2541
H -5.4720 8.1039 -8.6457
Cl 12.2578 0.1172 2.7882
C 12.3346 1.1705 4.2234
C 13.2943 0.6382 5.2754
Cl 12.6927 -0.8543 6.0398
H 11.3205 1.2788 4.6198
H 12.6708 2.1524 3.8765
H 13.4166 1.3754 6.0743
H 14.2812 0.4282 4.8516
Cl -5.0763 4.9499 -13.0972
C -3.9240 3.7165 -13.6680
C -3.4282 2.8276 -12.5389
Cl -2.3752 3.7084 -11.4034
H -3.0983 4.2297 -14.1702
H -4.4517 3.1123 -14.4124
H -2.8346 2.0044 -12.9468
H -4.2584 2.3992 -11.9688
Cl -7.4032 -4.3511 -3.5418
C -6.2343 -5.6959 -3.5423
C -4.9283 -5.3217 -2.8603
Cl -3.9989 -4.1260 -3.7986
H -6.0739 -6.0060 -4.5794
H -6.7079 -6.5257 -3.0087
H -4.2939 -6.2072 -2.7602
H -5.0989 -4.9101 -1.8606
*
```

Its HOMO-LUMO gap is 5.755 eV. Its HOMO energy is -0.1565 Eh. The value obtained for the energy is -18593.37228 Eh.

H27O14 as an isolated structure in a non-equilibrium geometry. Source: the OMol25 dataset; level of theory: ωB97M-V/def2-TZVPD.

```
! RIJCOSX wB97M-V def2-TZVPD def2/J DEFGRID3
* xyz 0 2
O -2.9037 -0.3239 0.7145
H -2.5595 0.6310 0.6105
O 1.8009 -0.8176 -0.9237
H -3.0260 2.2210 1.0737
H -0.3421 -0.9247 1.9450
O 2.8604 -0.0871 -3.0171
H -0.0710 -2.0712 1.0670
H -0.9998 2.3722 -0.0561
O -1.5796 1.7004 -0.2903
H 0.9248 -2.2569 4.3430
H -1.1952 0.6158 -0.5000
O -0.6714 -0.2858 -0.9638
H -2.2528 1.6134 -2.4036
H 0.9107 -0.2049 -1.2451
O -0.5159 -3.9954 0.0632
H -0.9077 -4.8223 -0.3559
H -1.2545 -3.4679 -0.1428
O -3.9227 1.9765 1.6124
H 3.7082 0.6016 2.5928
H -4.1261 1.2990 1.0711
O 0.3077 -1.2520 1.3079
H 2.8992 -0.3809 -3.9226
H -0.4086 -0.6206 -0.1243
O -2.0699 -2.3121 -1.6628
H -1.5650 -1.4689 -1.3889
H 2.7631 -0.6311 -2.2818
O 3.8460 1.6093 -1.2878
H 3.6496 0.8751 -1.9436
H 3.2216 1.6594 -0.5561
O -0.5314 4.7354 -0.4022
H -0.5034 3.8675 0.1356
H -0.1237 5.3310 0.3450
O -1.6989 1.0486 -2.9879
H -1.1376 0.5628 -2.3527
H -2.8272 -0.8293 -0.1143
O 3.7245 0.8578 3.5370
H -2.0491 -2.4957 -2.6630
H 3.1147 1.6454 3.3812
O 1.8193 -2.2975 4.3201
H 1.3664 -1.2546 -0.1603
H 2.3256 -2.4227 3.6268
*
```

Its HOMO-LUMO gap (alpha / beta) is 9.445 / 3.766 eV. Its HOMO energy (alpha / beta) is -0.3819 / -0.3817 Eh. The calculation puts the relative energy (zero: lowest compared OMol25 entry of this formula, charge and spin) at 106.7 kcal/mol. As for the expectation value of S²: 0.758. The value obtained for the energy is -1069.24208 Eh.

A 9-piece molecular cluster, C9H36N18O9 overall in a non-equilibrium geometry. Source: the OMol25 dataset; level of theory: ωB97M-V/def2-TZVPD.

```
! RIJCOSX wB97M-V def2-TZVPD def2/J DEFGRID3
* xyz 0 1
N 3.0212 2.4939 -1.5609
C 3.4662 3.7606 -1.4033
N 4.8203 3.8867 -1.5879
O 2.8080 4.7462 -1.0824
H 2.1164 2.2395 -1.1736
H 3.6482 1.8091 -1.9377
H 5.1457 4.8247 -1.4285
H 5.4716 3.1288 -1.6648
N -1.5290 -2.5002 1.9469
C -2.0417 -3.4697 2.7535
N -2.3375 -2.9930 3.9876
O -2.1405 -4.6797 2.4939
H -1.3866 -2.8542 1.0048
H -1.5632 -1.5370 2.2848
H -2.5454 -3.5485 4.7956
H -2.2046 -2.0060 4.1324
N -5.0739 0.5301 -1.4851
C -4.8582 -0.1024 -0.3093
N -3.5968 0.0175 0.1629
O -5.7131 -0.7545 0.2983
H -5.9846 0.4683 -1.9005
H -4.3793 1.1784 -1.8119
H -2.8774 0.5007 -0.3633
H -3.3538 -0.4720 1.0049
N 0.0350 -0.4230 4.5287
C -0.6067 0.2665 3.5265
N 0.2117 1.2831 3.1475
O -1.7087 -0.0627 3.0741
H -0.4790 -1.1006 5.0670
H 0.9202 -0.1390 4.8961
H -0.0970 1.8160 2.3472
H 1.1731 1.2354 3.4287
N -1.8529 -4.4198 -2.4028
C -1.2861 -4.1738 -1.1771
N -1.0188 -5.3177 -0.4972
O -1.0920 -3.0280 -0.7664
H -2.0544 -5.3590 -2.6851
H -2.1082 -3.6141 -2.9461
H -0.4540 -5.2175 0.3308
H -1.0158 -6.1437 -1.0650
N -0.3028 -0.3843 -0.6840
C 0.7806 0.0808 -0.0296
N 1.4452 -0.8796 0.6637
O 1.0495 1.2910 0.1109
H -0.8278 0.3541 -1.1494
H -0.5692 -1.3661 -0.6959
H 2.1611 -0.6284 1.3269
H 0.9151 -1.7085 0.8842
N 1.9137 -1.6441 -5.1284
C 1.0447 -1.0219 -4.2810
N 0.6718 -1.7527 -3.1967
O 0.7094 0.1521 -4.3979
H 2.0041 -2.6388 -5.2069
H 2.4746 -1.0309 -5.6917
H 0.0979 -1.3210 -2.4858
H 0.9032 -2.7264 -3.1162
N 3.5569 2.7451 4.3619
C 3.6977 2.0232 3.1947
N 4.4057 2.7257 2.2808
O 3.2403 0.8937 3.0374
H 3.0081 2.1803 4.9907
H 3.9937 3.6213 4.5590
H 4.4037 2.2929 1.3716
H 4.9230 3.5215 2.5923
N -0.5146 3.0457 -2.4065
C -1.7755 2.7717 -2.0490
N -2.7538 3.5394 -2.5957
O -2.0728 1.7801 -1.3562
H -0.2580 3.8158 -2.9975
H 0.2453 2.4630 -2.0994
H -3.6847 3.1933 -2.7114
H -2.3642 4.3430 -3.0580
*
```

Its SMILES is NC(N)=O.NC(N)=O.NC(N)=O.NC(N)=O.NC(N)=O.NC(N)=O.NC(N)=O.NC(N)=O.NC(N)=O. Its HOMO-LUMO gap is 8.828 eV. Its HOMO energy is -0.3125 Eh. The calculation puts the relative energy (zero: lowest compared OMol25 entry of this formula, charge and spin) at 25.5 kcal/mol. The value obtained for the energy is -2027.68166 Eh.

A 2-piece molecular cluster, CH3FOS overall. Source: the OMol25 dataset; level of theory: ωB97M-V/def2-TZVPD.

```
! RIJCOSX wB97M-V def2-TZVPD def2/J DEFGRID3
* xyz 0 1
F -1.0405 1.4607 -0.2741
C -1.1885 0.3798 0.4863
S -2.0036 -0.9096 0.0137
H -0.6969 0.5040 1.4468
O 1.4634 -0.6894 -0.2920
H 1.7198 -0.9709 -1.1724
H 1.7463 0.2254 -0.2083
*
```

Its SMILES is FC=S.O. Its HOMO-LUMO gap (alpha / beta) is 9.468 / 9.468 eV. Its HOMO energy (alpha / beta) is -0.3473 / -0.3472 Eh. The calculation puts the relative energy (zero: lowest compared OMol25 entry of this formula, charge and spin) at 12.5 kcal/mol. The value obtained for the energy is -613.16051 Eh.

One molecule with the formula C5H7NO. Source: the OMol25 dataset; level of theory: ωB97M-V/def2-TZVPD.

```
! RIJCOSX wB97M-V def2-TZVPD def2/J DEFGRID3
* xyz 0 1
O -0.5962 0.7070 2.8966
C -1.1375 -0.4011 2.1866
C -0.3428 -0.5973 0.9421
C -0.4380 -0.1221 -0.2755
C 0.1629 0.1803 -1.3788
C 0.8443 -0.1417 -2.6117
N 1.1407 1.0949 -1.8261
H 0.2651 0.9027 2.5014
H -1.0431 -1.3106 2.7924
H -2.1969 -0.2091 2.0043
H 0.6287 -1.0665 1.1119
H 0.3450 -0.0771 -3.5745
H 1.6371 -0.8878 -2.5268
H 0.7308 1.9284 -2.2419
*
```

Its SMILES is OCC=C=C1CN1. Its HOMO-LUMO gap is 9.814 eV. Its HOMO energy is -0.3290 Eh. The calculation puts the relative energy (zero: lowest compared OMol25 entry of this formula, charge and spin) at 101.3 kcal/mol. The value obtained for the energy is -324.56302 Eh.